# 1
ORCA calculation (ωB97M-V with the def2-TZVPD basis set) on C19H32AgN7O11P2S2 as an isolated structure.

As for the charge: -2. The frontier orbital gap comes out at 6.27 eV. The value obtained for the energy relative to the best compared isomer or geometry (same formula, charge and spin) is 650.2 kJ/mol. The LUMO energy is 4.5 eV. For the maximum force, the calculation gives 0.014 hartree/bohr. As for the multiplicity: 1. The calculation puts the HOMO energy at -1.78 eV.

XYZ file:
```
74
Properties=species:S:1:pos:R:3:lowdin_charge:R:1
Ag 0.195 -0.198 -0.716 0.62
O 3.792 -1.832 0.338 -0.17
P 3.081 -0.372 0.002 0.16
O 4.138 0.661 0.010 -0.32
O 2.275 -0.673 -1.250 -0.41
O 2.083 -0.266 1.263 -0.50
P 1.362 0.869 2.409 0.69
O 1.477 -2.879 2.790 0.00
O 1.947 2.226 2.128 -0.48
O -0.170 1.027 1.603 -0.45
H 4.467 -1.658 0.998 0.07
H 1.450 -2.033 2.277 0.06
C 1.410 5.442 1.627 -0.08
C -0.115 5.524 1.605 -0.41
C -0.731 4.425 2.466 -0.08
C -0.669 5.493 0.180 -0.13
N -0.152 4.412 -0.646 -0.11
C -0.453 3.114 -0.684 -0.18
N 0.272 2.542 -1.612 0.01
N 1.032 3.527 -2.150 -0.04
N 0.794 4.649 -1.573 0.02
H 1.783 5.654 2.630 0.08
H 1.866 6.149 0.927 0.07
H 1.738 4.432 1.370 0.06
H -0.432 6.497 2.006 0.12
H -0.385 3.436 2.161 0.04
H -1.827 4.461 2.423 0.07
H -0.431 4.547 3.509 0.08
H -0.415 6.407 -0.356 0.11
H -1.757 5.403 0.213 0.12
H -1.168 2.599 -0.059 0.07
C -1.624 -2.209 2.156 -0.15
N -1.053 -0.945 2.576 -0.17
C -1.341 -0.656 3.981 -0.19
C -1.635 0.838 4.009 -0.22
N -2.253 1.007 2.696 -0.01
C -1.364 0.262 1.799 -0.97
S -2.117 0.022 0.150 0.46
H -1.179 -2.997 2.770 0.08
H -1.386 -2.412 1.116 0.03
H -2.719 -2.231 2.279 0.07
H -0.503 -0.933 4.627 0.11
H -2.235 -1.211 4.298 0.10
H -0.703 1.406 4.118 0.07
H -2.318 1.117 4.814 0.10
H -2.258 1.977 2.400 0.08
C -3.183 0.245 -4.072 -0.05
C -2.314 -0.972 -3.900 -0.28
C -1.132 -1.115 -4.622 -0.04
C -0.294 -2.196 -4.409 -0.05
C -0.652 -3.147 -3.463 -0.30
C -1.835 -3.039 -2.749 -0.05
C -2.661 -1.950 -2.977 -0.06
S 0.499 -4.407 -3.026 0.62
O 1.078 -5.030 -4.191 -0.32
O -0.153 -5.280 -2.076 -0.32
N 1.607 -3.423 -2.374 -0.13
C 2.772 -3.964 -1.663 -0.19
C 2.496 -4.598 -0.285 -0.07
C 1.763 -3.658 0.650 -0.50
O 2.191 -3.769 1.922 -0.01
O 0.890 -2.903 0.324 0.07
H -2.691 0.996 -4.691 0.07
H -3.400 0.695 -3.101 0.08
H -4.135 -0.015 -4.542 0.07
H -0.838 -0.340 -5.320 0.11
H 0.655 -2.281 -4.920 0.12
H -2.059 -3.768 -1.983 0.11
H -3.554 -1.823 -2.377 0.11
H 1.163 -2.720 -1.782 0.07
H 3.420 -3.102 -1.525 0.10
H 3.275 -4.683 -2.310 0.11
H 3.450 -4.882 0.159 0.12
H 1.872 -5.492 -0.373 0.12
```

# 2
ORCA calculation (ωB97M-V with the def2-TZVPD basis set) on C19H32N2O3Pb as an isolated structure.

As for the charge: +2. The frontier orbital gap comes out at 3.92 eV. The LUMO energy is -10.1 eV. For the maximum force, the calculation gives 0.059 hartree/bohr. As for the multiplicity: 1. The calculation puts the HOMO energy at -14.03 eV.

XYZ file:
```
57
Properties=species:S:1:pos:R:3:lowdin_charge:R:1
C 2.825 -3.369 1.477 -0.10
O 1.548 -3.313 0.816 -0.18
C 0.628 -2.660 1.694 -0.16
C -0.197 -1.533 0.953 -0.27
C 0.871 -0.417 0.615 -0.10
C 1.199 -0.446 -0.936 -0.12
C 2.543 0.318 -1.120 -0.19
C 3.744 -0.421 -0.758 0.04
C 4.998 0.265 -0.888 -0.02
C 5.105 1.605 -1.347 -0.06
C 3.924 2.317 -1.744 -0.15
C 2.617 1.651 -1.622 -0.11
O -1.222 -1.159 1.874 -0.09
C -2.534 -0.797 1.391 -0.27
C -2.637 0.476 0.448 -0.14
C -2.161 1.723 1.282 -0.18
C -2.247 2.975 0.326 -0.16
C -0.907 3.490 -0.256 -0.21
N 0.257 3.437 0.644 -0.17
C -3.324 -2.022 0.787 -0.10
C -3.965 -1.787 -0.621 -0.11
C -2.932 -1.823 -1.791 -0.50
N -2.977 -0.668 -2.676 0.09
O -2.183 -2.717 -1.991 0.11
H 3.492 -3.989 0.846 0.10
H 3.240 -2.328 1.543 0.07
H 2.764 -3.785 2.503 0.11
H 1.250 -2.109 2.450 0.12
H -0.020 -3.344 2.283 0.15
H -0.544 -1.999 0.003 0.14
H 1.854 -0.621 1.110 0.10
H 0.574 0.607 0.916 0.08
H 0.423 0.060 -1.554 0.11
H 1.253 -1.492 -1.320 0.14
H 3.632 -1.458 -0.407 0.11
H 5.901 -0.293 -0.585 0.13
H 6.100 2.084 -1.400 0.13
H 4.022 3.355 -2.113 0.10
H 1.733 2.222 -1.930 0.09
H -3.094 -0.485 2.307 0.15
H -2.037 0.369 -0.479 0.10
H -3.699 0.691 0.208 0.13
H -2.889 1.905 2.109 0.13
H -1.183 1.547 1.778 0.08
H -2.799 3.807 0.806 0.12
H -2.839 2.652 -0.564 0.13
H -0.705 3.005 -1.230 0.13
H -1.067 4.569 -0.499 0.13
H 0.931 2.720 0.349 -0.09
H 0.012 3.370 1.636 0.11
H -4.129 -2.399 1.451 0.12
H -2.607 -2.875 0.676 0.12
H -4.636 -2.664 -0.807 0.14
H -4.625 -0.899 -0.691 0.11
H -2.075 -0.541 -3.129 0.07
H -3.674 -0.820 -3.405 0.10
Pb 2.468 4.013 0.582 1.67
```